Record 1
{"formula": "C23H17BeN6O8S2", "method": "wB97M-V/def2-TZVPD", "species": ["C", "H", "N", "H", "H", "O", "C", "O", "C", "H", "H", "S", "H", "C", "N", "C", "C", "O", "C", "C", "H", "O", "H", "C", "C", "H", "C", "H", "N", "C", "C", "H", "C", "H", "C", "H", "Be", "O", "N", "C", "H", "N", "C", "O", "S", "N", "C", "C", "C", "C", "C", "H", "C", "O", "H", "O", "H"], "xyz": [[-2.039, -4.480, 1.484], [0.105, -0.303, -2.385], [-1.452, -0.799, 0.340], [6.774, -1.074, -0.529], [-5.262, 3.131, -1.095], [0.527, -2.197, 1.029], [6.831, -0.189, -1.149], [-1.656, 1.719, -1.660], [2.191, -0.746, -2.587], [-1.905, 2.560, 4.354], [2.294, 0.379, 1.040], [-0.812, -1.894, 1.444], [-3.694, 3.070, -1.940], [-4.012, -3.377, -0.201], [-4.119, 2.847, 1.291], [-2.683, -1.184, -0.097], [-3.099, -5.253, 1.020], [-4.829, 3.259, 3.821], [-3.625, 2.538, 0.113], [2.304, 0.082, 0.001], [-1.280, -4.890, 2.136], [-0.597, 2.065, 3.549], [5.624, 1.197, -3.988], [-2.085, 2.132, 1.746], [3.470, -0.308, -0.616], [8.347, 0.780, 0.042], [3.430, -0.729, -1.944], [-4.886, -5.329, -0.160], [-1.401, 1.629, -0.520], [-2.951, -2.610, 0.246], [7.719, 0.836, -0.840], [4.394, -0.298, -0.060], [-4.316, 2.604, -1.181], [7.291, 2.932, -3.284], [-4.073, -4.708, 0.191], [-4.482, 1.574, -1.514], [-0.254, 0.347, 0.331], [-2.809, 2.836, 4.668], [1.120, 0.094, -0.633], [-0.773, 1.731, 2.394], [2.110, -1.071, -3.615], [-2.355, 2.082, 0.367], [7.132, 2.038, -2.692], [-1.017, -1.389, 2.766], [4.858, -1.274, -2.823], [7.860, 1.919, -1.590], [-1.987, -3.168, 1.071], [1.075, -0.326, -1.904], [-3.677, 2.933, 3.711], [-3.206, 2.625, 2.310], [6.206, 1.079, -3.085], [-4.760, -2.937, -0.847], [6.053, -0.043, -2.284], [-3.459, -0.449, -0.695], [-5.050, 3.194, 1.506], [0.047, 1.102, 1.646], [-3.152, -6.296, 1.304]], "max_force_ev_per_a": 1.2, "e_lumo_ev": -5.52, "relative_energy_kj_mol": 57.2, "total_energy_ha": -2628.154655, "total_charge": 1, "e_homo_ha": -0.4366}



Record 2
{"formula": "C23H17Cl2N3O2Ru", "method": "wB97M-V/def2-TZVPD", "species": ["C", "H", "C", "H", "C", "C", "H", "C", "H", "C", "Cl", "H", "C", "C", "O", "Cl", "C", "C", "C", "C", "Ru", "C", "C", "H", "H", "C", "C", "H", "N", "C", "C", "H", "C", "H", "C", "C", "H", "H", "H", "N", "O", "H", "H", "N", "C", "H", "C", "H"], "xyz": [[-0.957, -2.855, 0.033], [1.879, 4.604, 0.901], [-2.153, -2.332, 0.412], [4.143, -2.855, 0.157], [-3.201, -4.433, -0.078], [-1.763, 4.164, -1.898], [5.424, -1.590, -1.601], [4.459, -1.270, -1.303], [-1.968, 0.493, -0.569], [-3.264, -3.150, 0.469], [2.410, 0.261, 4.583], [-4.168, -2.806, 0.975], [-2.008, -4.905, -0.678], [-0.862, -4.198, -0.428], [-0.802, 0.344, 2.357], [-0.052, -1.208, 5.148], [0.313, 4.491, -0.549], [3.707, -2.018, -0.431], [-0.727, 3.671, -1.056], [0.361, 0.102, 2.779], [0.073, -0.141, 0.313], [1.093, 2.622, 0.754], [0.176, 1.776, 0.205], [2.196, 1.276, -1.635], [-1.804, 5.208, -2.199], [-0.868, 2.330, -0.574], [2.298, -1.764, -0.334], [-3.515, 3.790, -2.903], [1.341, -2.690, -0.105], [0.659, 0.281, 4.217], [1.086, 3.991, 0.485], [1.927, 2.226, 1.375], [-3.061, 2.054, -1.697], [-3.995, 1.529, -1.861], [2.637, 0.326, -1.334], [-2.032, 1.521, -0.980], [-2.216, -1.278, 0.570], [-4.136, -4.983, 0.016], [4.386, 0.496, -2.514], [0.176, -2.082, 0.041], [1.358, -0.107, 1.964], [0.090, -4.513, -0.797], [0.097, 1.153, 4.600], [1.841, -0.509, -0.628], [-2.893, 3.373, -2.158], [-1.976, -5.790, -1.307], [3.881, -0.098, -1.800], [0.408, 5.494, -0.939]], "max_force_ev_per_a": 3.4, "e_lumo_ev": [-8.18, -10.21], "relative_energy_kj_mol": 0.0, "total_energy_ha": -2215.871793, "total_charge": 2, "spin_multiplicity": 5, "e_homo_ha": [-0.5083, -0.5443]}



Record 3
{"formula": "C23H17ClF10IrN5S", "method": "wB97M-V/def2-TZVPD", "species": ["C", "F", "S", "F", "H", "C", "H", "H", "C", "N", "F", "C", "C", "F", "C", "H", "N", "F", "N", "H", "C", "H", "H", "C", "F", "Ir", "C", "C", "H", "H", "H", "C", "N", "C", "F", "C", "C", "C", "H", "H", "C", "C", "C", "C", "F", "F", "C", "C", "N", "H", "C", "Cl", "C", "F", "H", "H", "H", "H"], "xyz": [[-1.175, -1.035, -2.684], [0.246, -3.600, 3.349], [-1.952, -5.978, -3.897], [0.026, 2.985, -3.892], [1.432, 1.159, -2.602], [-3.479, -2.833, 1.822], [1.369, -1.455, 2.968], [1.393, 2.805, -1.975], [2.000, 1.370, -0.537], [1.689, -0.037, -0.109], [-4.855, 2.553, -1.559], [2.050, -0.331, 1.321], [1.153, 1.769, -1.728], [-1.798, -5.120, 4.019], [-3.291, -3.892, 2.692], [3.058, 1.467, -0.804], [-2.601, -3.948, -5.397], [-4.309, -4.688, 3.041], [-0.650, -1.378, -1.506], [3.385, -0.935, -0.938], [-1.243, 2.188, -2.026], [3.115, -0.578, 1.398], [-0.789, -4.716, -1.868], [-3.501, 3.423, -3.275], [-2.762, 1.336, -0.423], [-0.343, 0.048, 0.016], [-1.598, -1.971, -3.613], [-3.649, 2.687, -2.111], [-0.046, -2.939, -0.305], [-3.089, -4.639, -5.945], [-1.261, 0.020, -2.894], [-0.917, -3.674, -2.123], [-0.235, 1.567, -1.370], [2.300, -1.024, -1.005], [-2.075, 4.160, -4.986], [-2.556, 2.090, -1.526], [-2.244, 3.508, -3.832], [-2.052, -4.388, -4.248], [-2.925, -2.999, -5.486], [1.854, 0.572, 1.885], [1.256, -1.503, 1.882], [-2.417, -2.036, 1.468], [-0.958, -3.295, 2.813], [-1.153, 2.903, -3.232], [-4.555, 4.007, -3.857], [-2.670, -0.997, 0.621], [-1.093, -2.222, 1.916], [-2.019, -4.105, 3.181], [-0.126, -1.406, 1.444], [-1.978, -1.603, -4.555], [-1.510, -3.326, -3.327], [-0.411, 1.612, 1.722], [-0.503, -2.687, -1.251], [-4.691, -2.587, 1.322], [1.784, 2.009, 0.314], [2.003, -2.027, -0.710], [1.984, -0.851, -2.030], [1.699, -2.458, 1.562]], "max_force_ev_per_a": 1.2, "e_lumo_ev": -1.53, "relative_energy_kj_mol": 19.7, "total_energy_ha": -3121.759313, "e_homo_ha": -0.2618}